{"formula": "C42H115N13O13", "method": "ωB97M-V/def2-TZVPD", "species": ["C", "O", "N", "N", "H", "H", "H", "H", "C", "O", "N", "N", "H", "H", "H", "H", "C", "O", "C", "C", "N", "C", "C", "O", "C", "H", "H", "H", "H", "H", "H", "H", "H", "H", "H", "H", "H", "H", "H", "H", "C", "O", "C", "C", "N", "C", "C", "O", "C", "H", "H", "H", "H", "H", "H", "H", "H", "H", "H", "H", "H", "H", "H", "H", "C", "C", "C", "O", "C", "N", "H", "H", "H", "H", "H", "H", "H", "H", "H", "H", "H", "C", "C", "C", "O", "C", "N", "H", "H", "H", "H", "H", "H", "H", "H", "H", "H", "H", "C", "C", "C", "O", "C", "N", "H", "H", "H", "H", "H", "H", "H", "H", "H", "H", "H", "C", "C", "C", "O", "C", "N", "H", "H", "H", "H", "H", "H", "H", "H", "H", "H", "H", "C", "C", "C", "O", "C", "N", "H", "H", "H", "H", "H", "H", "H", "H", "H", "H", "H", "C", "C", "C", "O", "C", "N", "H", "H", "H", "H", "H", "H", "H", "H", "H", "H", "H", "C", "C", "C", "O", "C", "N", "H", "H", "H", "H", "H", "H", "H", "H", "H", "H", "H"], "xyz": [[8.0800, 3.6505, -0.5324], [8.2265, 2.7099, 0.1930], [8.9209, 4.2674, -1.2210], [6.9107, 4.1967, -0.8042], [9.9011, 4.3137, -0.9819], [8.6630, 4.9328, -1.9358], [6.1201, 3.7720, -0.3409], [6.8095, 4.8922, -1.5296], [3.6936, -6.0448, -3.6607], [4.7093, -5.4771, -3.2683], [2.8031, -6.5897, -2.8177], [3.2768, -6.0829, -4.8895], [1.9900, -6.9788, -3.2733], [3.0091, -6.6003, -1.8290], [2.4711, -6.6572, -5.0923], [3.8683, -5.7146, -5.6207], [-3.4891, -3.1323, -4.4914], [-4.1751, -3.0700, -5.7178], [-5.4489, -2.3786, -5.5990], [-6.4269, -2.4958, -6.7991], [-6.6157, -3.8569, -7.2234], [-7.8899, -4.3301, -6.5891], [-8.0741, -5.8204, -6.8323], [-9.3402, -6.2980, -6.4132], [-9.5162, -7.7000, -6.6689], [-3.6271, -2.3140, -3.7847], [-2.4011, -3.1973, -4.5014], [-3.8491, -3.9679, -3.8911], [-5.2521, -1.3180, -5.4424], [-5.9345, -2.9051, -4.7774], [-6.0014, -1.9258, -7.6251], [-7.3011, -1.8950, -6.5482], [-7.0532, -3.6355, -8.1064], [-8.6716, -3.7374, -7.0645], [-8.0238, -4.0700, -5.5391], [-7.2572, -6.3384, -6.3297], [-7.9816, -5.9662, -7.9085], [-9.1537, -8.1043, -7.6140], [-10.5925, -7.7006, -6.4968], [-8.9826, -8.1968, -5.8586], [-7.5876, -1.8254, -0.2881], [-6.2416, -1.4266, 0.0733], [-6.1521, -0.9131, 1.3768], [-4.8622, -0.1122, 1.5473], [-4.7356, 1.0433, 0.5765], [-5.5291, 2.1798, 1.0584], [-5.7929, 3.2057, -0.0633], [-6.4366, 2.4619, -1.0621], [-6.9387, 3.2138, -2.1162], [-7.7646, -1.8641, -1.3630], [-8.3674, -1.1921, 0.1350], [-7.8355, -2.7820, 0.1718], [-6.0956, -1.8652, 1.9045], [-7.0559, -0.3685, 1.6499], [-3.9936, -0.7678, 1.4847], [-4.7702, 0.1516, 2.6009], [-5.0820, 0.9010, -0.3615], [-5.0728, 2.6555, 1.9265], [-6.5187, 1.8583, 1.3833], [-4.8330, 3.5776, -0.4217], [-6.3954, 4.0548, 0.2595], [-7.7865, 3.8372, -1.8322], [-7.2444, 2.5823, -2.9504], [-6.0498, 3.7219, -2.4901], [-1.6002, 2.2743, 7.6520], [-1.3348, 1.4401, 8.9516], [0.1358, 1.4716, 9.4166], [0.9401, 0.8191, 8.4542], [2.3549, 1.1894, 8.6672], [-2.2546, 2.0624, 9.8058], [-1.0439, 1.7546, 6.8719], [-1.3270, 3.3295, 7.6579], [-2.6525, 2.2121, 7.3748], [-1.6773, 0.4265, 8.7437], [0.3164, 1.0150, 10.3897], [0.3647, 2.5372, 9.4304], [2.6544, 2.2075, 8.4185], [2.8511, 0.3950, 8.1097], [2.4591, 1.1531, 9.7516], [-1.9169, 2.3378, 10.7170], [-2.2413, 2.9474, 9.3194], [-0.5241, -5.4058, 8.2840], [-0.8913, -6.5725, 7.4034], [-0.7244, -7.9437, 8.0313], [0.5809, -8.1976, 8.4888], [0.6807, -9.4915, 9.0672], [-2.2871, -6.3038, 7.1099], [-0.6793, -4.4417, 7.7998], [0.5254, -5.5375, 8.5473], [-1.0163, -5.6247, 9.2316], [-0.1157, -6.4352, 6.6499], [-1.1292, -8.7698, 7.4466], [-1.3346, -7.9705, 8.9341], [0.2711, -10.2267, 8.3745], [-0.0111, -9.4780, 9.9094], [1.7356, -9.6488, 9.2921], [-2.5656, -6.8886, 6.3350], [-2.2777, -5.3732, 6.7175], [8.4820, 2.4021, -6.7019], [7.0993, 3.0245, -6.6199], [6.1507, 2.1013, -5.9447], [5.6998, 1.1833, -6.9353], [4.8274, 0.1653, -6.3164], [7.2263, 4.1925, -5.6545], [8.4150, 1.4992, -7.3089], [8.7668, 1.9197, -5.7669], [9.2461, 3.0667, -7.1051], [6.7310, 3.3066, -7.6063], [5.2299, 2.6145, -5.6674], [6.5137, 1.5710, -5.0643], [5.2379, -0.4357, -5.5050], [4.5811, -0.4568, -7.1769], [3.8120, 0.4336, -6.0251], [8.0255, 4.7925, -5.8010], [6.4513, 4.7737, -5.9403], [-4.6645, 10.9831, 5.2171], [-4.3097, 9.8144, 4.2586], [-3.4654, 10.2251, 2.9214], [-3.3807, 9.0947, 2.0126], [-2.4581, 9.0861, 0.9306], [-3.4034, 8.9225, 5.0186], [-3.8258, 11.5907, 5.5571], [-5.3779, 10.8245, 6.0257], [-5.1655, 11.8442, 4.7748], [-5.1967, 9.2446, 3.9817], [-2.4832, 10.6124, 3.1923], [-3.9854, 11.0196, 2.3862], [-2.2874, 10.1073, 0.5899], [-2.9493, 8.7393, 0.0214], [-1.5191, 8.5414, 1.0289], [-2.8868, 8.3695, 4.3498], [-2.6750, 9.5322, 5.3619], [7.8887, -6.7394, 6.2061], [7.0367, -5.4393, 5.9971], [7.3476, -4.6412, 4.6029], [8.7427, -4.3373, 4.4715], [9.0426, -3.3879, 3.4418], [5.6362, -5.8985, 6.0757], [7.6901, -7.3997, 5.3619], [7.6767, -7.2473, 7.1469], [8.9547, -6.5150, 6.1671], [7.2520, -4.7620, 6.8235], [6.6979, -3.7660, 4.5919], [7.0831, -5.1393, 3.6702], [8.5660, -2.4447, 3.7090], [8.7344, -3.8350, 2.4967], [10.0709, -3.0642, 3.2811], [5.3625, -6.0786, 7.0311], [5.2474, -5.0168, 5.7734], [-0.5733, 4.8140, -10.4946], [0.9533, 4.6982, -10.1430], [1.2769, 4.8151, -8.6334], [0.8159, 5.9554, -8.0325], [1.1453, 5.8252, -6.6123], [1.3787, 3.3708, -10.7157], [-0.6633, 4.8991, -11.5776], [-0.9855, 5.7320, -10.0759], [-1.1967, 4.0235, -10.0766], [1.5125, 5.4611, -10.6845], [2.3519, 4.8044, -8.4534], [0.8815, 3.8579, -8.2934], [0.9049, 4.8368, -6.2207], [0.4032, 6.4920, -6.1732], [2.1214, 6.2447, -6.3687], [1.6936, 3.4464, -11.6724], [2.1416, 2.9573, -10.1989], [2.2678, -0.8896, 2.4780], [2.4458, -1.2029, 0.9886], [3.1696, -0.0981, 0.1889], [2.5458, 1.1948, 0.3404], [1.3528, 1.3968, -0.3910], [3.0879, -2.4718, 0.7360], [1.8724, -1.7487, 3.0198], [1.7183, 0.0353, 2.6531], [3.3072, -0.7729, 2.7848], [1.4225, -1.3870, 0.6615], [3.1598, -0.5056, -0.8220], [4.2354, -0.0442, 0.4109], [1.6720, 1.5229, -1.4255], [0.7425, 2.2589, -0.1220], [0.6440, 0.5772, -0.2731], [4.0606, -2.5046, 1.0060], [3.1239, -2.4143, -0.2717]], "atomic_forces_ev_per_a": [[-3.4, -1.9, 1.6], [0.7, -1.5, 1.8], [7.8, 3.7, -4.1], [-4.4, 0.4, 0.4], [-0.2, -0.6, -0.1], [0.0, -0.2, 0.4], [-0.1, 0.3, -0.5], [-0.4, -0.3, 0.5], [1.7, 1.5, 3.1], [0.1, -0.3, -0.4], [-0.7, -0.8, 0.6], [-0.8, -0.2, -3.8], [-0.1, -0.1, 1.2], [-0.4, -0.2, -0.4], [0.4, 0.3, -0.6], [-0.3, -0.2, 0.1], [-0.4, -0.2, 1.4], [-0.1, 0.9, -0.8], [0.2, -1.1, -0.1], [3.0, 1.1, 0.7], [-2.2, 0.1, 0.2], [-0.5, -0.1, 0.2], [-0.1, 0.4, -0.1], [0.9, 0.5, -0.8], [-0.3, 1.3, 1.6], [-0.5, 0.8, -0.4], [0.0, -0.3, -1.1], [0.0, -0.5, -0.1], [-0.2, 0.0, 0.5], [-0.3, 0.6, 0.5], [0.3, -0.1, -0.2], [-0.5, -0.3, 0.4], [0.8, -0.8, -1.1], [-0.6, -0.3, -0.1], [0.7, -0.2, 0.3], [0.1, -0.3, 0.1], [0.2, -0.3, -0.2], [-0.2, 0.5, -0.3], [0.0, -1.2, -0.4], [-0.1, -0.6, 0.0], [0.4, 0.0, 0.9], [-1.5, 0.5, -2.2], [0.5, -1.2, 0.1], [-0.1, 0.1, -1.4], [0.0, 0.4, 1.9], [-0.4, 0.5, -0.2], [0.7, -1.0, 0.6], [-0.8, -1.1, 0.3], [0.9, 0.0, -0.7], [0.6, 0.0, 0.0], [0.2, 0.7, 0.0], [0.3, -0.5, -0.2], [0.0, 0.4, 1.4], [0.0, 0.2, 0.1], [0.0, -0.2, -0.8], [-0.3, 0.9, -0.1], [0.0, -1.1, 0.1], [0.3, 0.1, -0.1], [-0.3, -0.1, 0.2], [0.2, 0.2, -0.3], [-0.2, 0.0, 0.2], [0.2, 0.4, 0.1], [-0.2, -0.4, 0.3], [-0.4, 1.1, -0.4], [1.2, -2.2, -1.1], [0.8, -0.4, -1.8], [-0.8, 0.1, -1.4], [1.2, 1.2, 0.0], [-2.0, -1.2, 0.4], [-1.1, 2.0, 1.7], [0.1, 0.4, -0.5], [0.3, 0.0, 0.4], [0.0, -0.1, 0.2], [0.4, -0.3, 0.0], [-0.3, 0.0, 0.3], [0.4, 0.3, 0.4], [-0.4, 0.0, -0.7], [0.6, 0.4, 0.3], [0.7, -0.5, 0.1], [0.3, -0.6, 0.5], [-1.3, 0.8, 1.0], [1.3, -1.5, 1.7], [0.9, 0.8, 0.3], [-0.4, 0.3, 1.5], [0.7, 0.1, -1.0], [-0.7, 1.0, -0.5], [0.1, -0.7, -1.2], [-0.2, -0.1, 0.3], [0.3, 0.5, -0.1], [-0.5, 1.0, 0.1], [-0.5, -0.6, -1.3], [0.2, 0.0, -0.7], [-0.6, 0.2, 0.3], [0.3, -0.3, -0.2], [0.4, -0.4, 0.6], [-0.3, -0.2, 0.2], [-0.4, -0.3, -0.2], [-0.4, 0.3, 0.0], [-0.3, -1.3, -0.6], [2.2, 1.1, 2.0], [-1.9, -0.5, -0.9], [-1.0, -1.8, 1.6], [0.1, 0.0, -2.2], [-1.1, -0.3, -0.9], [0.1, 0.2, -0.7], [0.2, 0.8, 0.5], [0.0, -0.1, 0.1], [-0.1, 0.1, 0.0], [0.1, 0.6, 0.5], [0.5, 0.2, 0.0], [0.6, 0.3, -0.1], [0.4, -0.5, 0.1], [0.1, 1.2, 0.4], [0.4, -0.3, -0.4], [-0.3, 0.5, 0.5], [-0.4, 1.5, -1.1], [2.0, 0.3, -0.4], [-1.5, -0.1, -0.1], [0.1, -0.5, 1.0], [-0.8, 1.5, -0.7], [-0.2, 0.1, 0.0], [0.7, -0.9, 0.5], [0.5, -1.0, 0.2], [-0.5, -0.3, -1.2], [0.0, 0.2, -0.2], [0.2, -0.2, 0.2], [-0.1, 0.2, -0.1], [0.6, 0.4, 0.4], [-0.4, -0.8, 0.3], [-0.1, 0.0, 0.7], [-0.2, -0.6, -0.3], [0.1, 0.2, 0.5], [0.4, 1.2, -1.0], [1.7, -1.7, -0.5], [0.2, -0.8, 0.8], [0.5, 0.3, 0.8], [-1.0, -0.1, 0.2], [0.6, 1.4, -1.5], [-0.2, -0.2, 0.1], [-0.2, 0.1, 0.0], [0.1, 0.1, 0.1], [0.3, 0.4, -0.1], [0.2, 0.6, 0.3], [-0.4, -0.9, 0.2], [-0.6, 0.1, -0.5], [-0.4, 0.5, -0.3], [0.5, -1.0, 0.8], [0.1, 0.2, 0.1], [-1.7, -0.1, 0.2], [0.9, 1.0, 0.7], [-0.6, -0.4, -1.0], [0.7, -1.6, -2.4], [-0.3, -0.2, 1.8], [-1.9, 1.6, -0.8], [-0.1, 0.3, 1.0], [-0.2, -0.3, 0.0], [0.1, 0.2, 0.0], [0.4, -0.3, -0.2], [-0.2, 0.4, 0.1], [0.5, -0.5, -0.4], [-0.4, 0.0, 1.0], [0.5, -0.1, -0.2], [0.2, 0.1, 0.4], [0.3, -0.5, -0.2], [-0.1, 0.2, 0.0], [0.2, 0.0, 0.1], [1.5, -0.2, -0.6], [-0.9, 0.5, 1.3], [-1.7, 0.0, 0.2], [0.6, -0.2, 0.5], [0.2, -0.7, -0.7], [0.0, -0.2, -0.5], [-0.3, 0.1, -0.1], [0.0, -0.2, 0.0], [0.0, 0.3, 0.8], [-0.1, 0.5, -0.8], [-0.3, 0.6, -0.7], [-0.1, 0.4, 0.6], [-0.5, -0.1, -0.4], [0.8, 0.4, 0.6], [0.1, -0.4, -0.2], [0.3, 0.2, 0.4], [0.2, -1.1, -0.5]], "mulliken_charge": [0.6623, -0.6556, -0.3268, -0.4032, 0.2182, 0.1515, 0.2064, 0.1436, 0.6713, -0.6651, -0.3888, -0.3678, 0.1489, 0.2179, 0.1621, 0.2217, -0.7895, -0.3701, -0.3515, -0.8019, -0.3953, -0.6128, -0.5030, -0.3103, -0.7219, 0.2931, 0.3031, 0.3183, 0.3636, 0.2440, 0.4904, 0.3690, 0.3300, 0.3871, 0.3462, 0.3088, 0.2627, 0.3018, 0.2468, 0.2936, -0.7990, -0.2642, -0.5367, -0.8304, -0.3762, -0.4668, -0.7199, -0.2376, -0.8302, 0.2490, 0.3149, 0.3507, 0.4508, 0.3437, 0.3581, 0.3747, 0.3330, 0.4302, 0.2079, 0.3547, 0.4386, 0.2839, 0.2284, 0.3405, -1.5335, 0.3128, -0.6377, -0.2819, -0.7179, -0.7011, 0.3495, 0.3826, 0.4433, 0.3185, 0.3742, 0.2825, 0.2898, 0.2230, 0.3186, 0.2648, 0.3122, -1.4877, 0.4163, -0.7027, -0.2631, -0.7253, -0.6708, 0.4567, 0.3244, 0.2965, 0.2391, 0.3802, 0.3713, 0.2981, 0.3149, 0.2126, 0.2523, 0.2869, -1.4669, 0.4953, -0.5863, -0.3353, -0.7976, -0.6263, 0.3709, 0.3446, 0.3680, 0.2407, 0.2672, 0.3330, 0.3252, 0.2830, 0.3147, 0.2389, 0.2339, -1.3762, 0.3391, -0.6516, -0.3213, -0.7789, -0.7372, 0.3279, 0.3679, 0.3770, 0.2784, 0.3428, 0.3946, 0.3262, 0.2807, 0.2708, 0.2913, 0.2683, -1.2996, 0.3857, -0.7066, -0.3260, -0.7078, -0.7047, 0.3235, 0.3640, 0.3147, 0.2236, 0.3615, 0.4233, 0.2875, 0.2848, 0.2649, 0.2593, 0.2525, -1.2629, 0.5038, -0.6894, -0.3472, -0.7754, -0.6893, 0.3424, 0.3217, 0.2873, 0.2429, 0.3569, 0.3686, 0.3438, 0.2725, 0.2940, 0.2389, 0.1932, -1.3999, 0.4993, -0.7165, -0.3509, -0.7049, -0.7367, 0.3673, 0.2933, 0.3296, 0.2458, 0.4227, 0.4172, 0.2650, 0.2728, 0.2858, 0.2749, 0.2338], "largest_force_ev_per_a": 9.60, "de_lowest_kj_mol": 478.2, "smiles": "COC[C@H](C)N.COC[C@H](C)N.COC[C@H](C)N.COC[C@H](C)N.COC[C@H](C)N.COC[C@H](C)N.COC[C@H](C)N.COCCNCCOC.COCCNCCOC.NC(N)=O.NC(N)=O", "lumo_ev": 0.3, "e_tot_ha": -3358.68684, "homo_ev": -8.659, "total_charge": 0}